Record 1
{
  "formula": "C2H8N2O",
  "method": "the ωB97M-V functional and the def2-TZVPD basis",
  "symbols": ["C", "N", "H", "H", "H", "H", "H", "C", "N", "O", "H", "H", "H"],
  "xyz": [[2.462, -0.297, -0.042], [1.035, -0.168, -0.395], [3.130, 0.212, -0.752], [2.669, 0.076, 0.955], [2.769, -1.337, -0.079], [0.969, -0.398, -1.385], [0.850, 0.834, -0.444], [-2.538, 0.179, -0.265], [-2.021, 0.231, 0.995], [-2.910, 1.133, -0.907], [-2.510, -0.849, -0.676], [-1.628, -0.605, 1.387], [-2.276, 0.989, 1.607]],
  "forces_ev_per_a": [[0.24, -0.08, -0.58], [0.49, 0.51, -0.44], [-0.06, 0.14, 0.20], [-0.14, 0.09, 0.15], [-0.15, -0.26, 0.15], [-0.14, -0.40, 0.12], [-0.26, -0.06, 0.41], [0.66, -0.02, -0.05], [-0.51, -0.09, -0.11], [-0.32, -0.12, 0.22], [0.01, 0.16, -0.06], [-0.07, 0.01, 0.10], [0.24, 0.11, -0.10]],
  "e_lumo_ev": 0.930,
  "gap_ev": 10.6,
  "spin_multiplicity": 1,
  "smiles": "NC=O.CN",
  "total_charge": 0,
  "relative_energy_kcal_mol": 23.6
}

***

Record 2
{
  "formula": "C16H23OPd",
  "method": "the ωB97M-V functional and the def2-TZVPD basis",
  "symbols": ["Pd", "C", "C", "C", "H", "C", "C", "H", "H", "H", "H", "C", "C", "C", "H", "C", "C", "H", "H", "H", "H", "O", "C", "C", "C", "C", "C", "H", "H", "H", "H", "H", "H", "H", "H", "H", "H", "C", "H", "H", "H"],
  "xyz": [[0.054, 0.102, 1.399], [1.908, 0.449, 2.707], [2.301, -0.413, 1.613], [2.215, 0.346, 0.410], [2.624, -1.441, 1.705], [1.760, 1.654, 0.729], [1.598, 1.728, 2.151], [1.290, 2.596, 2.724], [1.852, 0.166, 3.748], [2.521, 0.000, -0.589], [1.599, 2.456, 0.012], [-2.081, 0.354, 2.167], [-1.373, 1.548, 2.532], [-1.083, 2.263, 1.321], [-1.105, 1.836, 3.540], [-1.576, 1.510, 0.217], [-2.182, 0.320, 0.731], [-2.691, -0.440, 0.140], [-2.459, -0.393, 2.853], [-0.603, 3.233, 1.252], [-1.564, 1.808, -0.827], [-0.128, -1.831, -0.007], [-0.243, -0.233, -3.323], [0.351, -1.516, -2.760], [0.550, 0.961, -2.965], [-1.710, -0.223, -3.194], [0.481, -2.153, -1.166], [1.424, -1.545, -3.040], [-0.222, -2.369, -3.184], [0.086, -3.197, -1.289], [1.577, -2.179, -0.963], [0.788, 1.710, -3.724], [1.510, 0.621, -2.575], [0.029, 1.479, -2.159], [-2.331, -0.362, -4.082], [-2.066, 0.674, -2.723], [-1.951, -1.068, -2.538], [-0.245, -1.879, 2.165], [-1.192, -2.292, 1.813], [-0.303, -1.741, 3.252], [0.590, -2.538, 1.926]],
  "forces_ev_per_a": [[-0.27, 1.26, -0.32], [0.65, 0.16, -0.83], [0.84, 0.85, 0.03], [1.18, -0.32, -0.19], [-0.13, 0.17, -0.08], [0.68, -0.33, 0.08], [0.77, -0.44, 0.35], [-0.02, -0.22, -0.21], [0.00, 0.06, -0.09], [-0.43, 0.16, 0.71], [-0.03, -0.23, 0.25], [-0.63, 0.69, -0.66], [-0.77, -0.23, -0.75], [-0.76, 0.12, 0.21], [-0.01, 0.01, -0.14], [-0.59, -0.48, 0.58], [-1.00, 0.61, 0.42], [0.37, 0.19, 0.24], [0.12, 0.09, -0.14], [-0.01, -0.26, 0.04], [0.16, -0.12, 0.33], [-0.54, 1.26, -3.16], [0.93, -1.72, 1.53], [0.07, -0.35, -0.63], [0.45, 0.47, 0.15], [-0.82, -0.51, 0.09], [-0.48, -1.02, 1.47], [-0.55, -0.30, -0.17], [0.56, 0.46, -0.24], [0.90, 0.17, -1.05], [0.08, -0.02, -0.70], [-0.30, -0.03, -0.35], [0.07, 0.18, 0.07], [0.12, 0.27, 0.21], [0.23, 0.03, -0.39], [-0.29, 0.61, 0.30], [-0.32, 0.20, 0.04], [-0.28, -1.76, 2.55], [0.28, 0.16, -0.05], [0.01, 0.02, 0.43], [-0.23, 0.15, 0.06]],
  "e_lumo_ev": [3.470, 2.553],
  "gap_ev": [5.4, 5.1],
  "spin_multiplicity": 5,
  "total_charge": -1,
  "relative_energy_kcal_mol": 7.9
}

***

Record 3
{
  "formula": "C6H9CuIO3",
  "method": "the ωB97M-V functional and the def2-TZVPD basis",
  "symbols": ["C", "C", "I", "C", "C", "C", "O", "C", "O", "O", "H", "H", "H", "H", "H", "H", "H", "H", "H", "Cu"],
  "xyz": [[2.684, 0.447, 0.063], [1.300, 0.362, -0.587], [0.557, 2.365, -0.630], [0.411, -0.679, 0.128], [-1.099, -0.569, 0.254], [-1.954, -0.224, -0.955], [-3.150, 0.161, -0.270], [-2.740, 0.864, 0.820], [-3.327, 1.714, 1.378], [-1.494, 0.409, 1.202], [3.456, 0.775, -0.627], [2.677, 1.106, 0.929], [3.030, -0.541, 0.480], [1.414, 0.048, -1.619], [0.574, -1.657, -0.374], [0.747, -0.727, 1.203], [-1.463, -1.539, 0.615], [-1.589, 0.651, -1.493], [-2.135, -1.033, -1.656], [2.104, -1.934, 1.138]],
  "forces_ev_per_a": [[-0.31, -0.03, 0.25], [0.15, -0.17, 0.17], [-0.01, 0.08, -0.08], [0.27, 0.25, 0.09], [-0.30, -0.66, -0.06], [0.11, 0.21, 0.04], [0.05, 0.34, -0.23], [0.09, -0.25, 0.08], [-0.24, 0.10, 0.19], [0.12, 0.14, -0.23], [0.05, -0.07, 0.00], [0.00, 0.03, 0.03], [0.39, 0.02, -0.38], [-0.11, 0.16, -0.12], [0.06, 0.05, -0.04], [-0.36, 0.28, 0.12], [0.13, -0.05, 0.07], [0.13, -0.09, -0.12], [-0.18, -0.14, 0.19], [-0.02, -0.20, 0.04]],
  "e_lumo_ev": -6.256,
  "gap_ev": 6.9,
  "spin_multiplicity": 1,
  "total_charge": 1,
  "relative_energy_kcal_mol": 0.0
}

***

Record 4
{
  "formula": "H80O40",
  "method": "the ωB97M-V functional and the def2-TZVPD basis",
  "symbols": ["H", "H", "O", "H", "H", "O", "H", "H", "O", "H", "H", "O", "H", "H", "O", "H", "O", "H", "O", "H", "H", "O", "H", "H", "O", "H", "H", "O", "H", "H", "O", "H", "O", "H", "H", "O", "H", "H", "O", "H", "H", "O", "H", "H", "O", "H", "H", "O", "H", "H", "O", "H", "O", "H", "H", "O", "H", "O", "H", "H", "O", "H", "H", "O", "H", "H", "O", "H", "H", "O", "H", "H", "O", "H", "H", "O", "H", "H", "O", "H", "H", "O", "H", "H", "O", "H", "H", "O", "H", "O", "H", "H", "O", "H", "H", "H", "H", "H", "H", "O", "H", "H", "O", "H", "H", "O", "H", "H", "O", "H", "H", "O", "H", "H", "O", "H", "H", "O", "H", "H"],
  "xyz": [[-4.760, 0.561, -2.538], [-3.959, -0.671, -2.612], [-4.725, -0.318, -2.134], [-2.988, 1.871, -3.804], [-3.656, 1.580, -5.143], [-3.804, 1.555, -4.203], [-1.982, 2.362, 5.037], [-2.266, 1.066, 5.532], [-2.136, 1.995, 5.906], [2.676, -5.697, -1.048], [2.106, -4.465, -0.949], [2.404, -4.946, -1.708], [3.035, 1.035, -3.370], [1.951, 0.020, -2.841], [2.824, 0.132, -3.200], [-3.777, 4.701, 1.824], [-3.566, 3.923, 2.306], [-5.062, 3.221, -0.806], [-5.920, 3.332, -0.427], [0.549, 1.438, 5.638], [1.497, 0.410, 6.411], [1.018, 0.615, 5.563], [5.987, -0.654, 3.420], [4.497, -0.576, 3.817], [5.170, -1.157, 3.459], [0.432, 1.618, -4.124], [0.321, 2.911, -3.305], [0.885, 2.454, -3.893], [-0.389, -3.208, 2.103], [0.294, -2.791, 3.483], [-0.569, -3.030, 2.994], [-2.858, 3.016, -1.064], [-3.018, 2.754, -1.975], [-3.099, -3.803, 0.119], [-1.920, -4.552, -0.548], [-2.902, -4.534, -0.452], [-2.080, 0.862, 2.918], [-0.642, 1.454, 2.771], [-1.234, 1.020, 3.440], [1.575, 2.324, 1.554], [0.800, 0.983, 1.583], [1.303, 1.655, 2.148], [-3.805, 2.345, 1.067], [-2.595, 1.449, 1.021], [-3.274, 1.732, 0.459], [-3.951, -2.494, -2.895], [-2.435, -2.745, -3.148], [-3.103, -2.040, -3.170], [0.347, 5.028, -0.551], [-0.939, 4.488, -1.316], [-0.074, 4.115, -0.930], [1.798, 1.920, -2.398], [2.047, 2.543, -1.718], [2.814, 4.708, 0.749], [2.280, 4.746, -0.491], [1.899, 4.627, 0.416], [3.606, 0.383, 0.181], [2.749, 0.239, -0.204], [1.023, -2.049, 1.388], [1.488, -0.668, 1.729], [1.173, -1.525, 2.170], [-3.266, -4.834, -3.093], [-1.626, -4.694, -3.255], [-2.521, -4.692, -3.665], [1.714, 3.594, 3.284], [3.076, 4.399, 3.449], [2.155, 4.456, 3.215], [-2.529, -3.079, 3.913], [-3.229, -4.019, 2.714], [-3.187, -3.192, 3.213], [0.092, 4.656, 1.914], [-0.454, 3.808, 0.743], [-0.794, 4.196, 1.599], [3.613, -5.036, 1.376], [3.507, -3.530, 1.124], [3.025, -4.343, 0.979], [3.724, -2.128, -1.589], [3.123, -3.450, -1.952], [3.482, -2.651, -2.335], [1.065, -3.833, -3.213], [0.378, -2.234, -3.490], [0.387, -3.143, -3.193], [0.090, 1.370, -1.040], [-0.653, 0.472, -2.063], [0.164, 0.919, -1.915], [2.090, 0.352, -6.145], [1.792, -0.282, -4.772], [1.413, 0.113, -5.560], [-1.695, -1.022, -5.701], [-2.389, -1.653, -6.051], [4.193, -2.713, 3.728], [2.745, -2.351, 3.537], [3.307, -3.056, 3.905], [1.257, 2.944, -1.437], [-2.747, 3.995, 2.786], [2.372, 1.115, -0.615], [-6.349, 2.517, -0.267], [-3.683, 2.024, -1.975], [-2.132, -2.368, -5.453], [-0.017, -4.478, 0.367], [0.357, -5.092, 0.974], [-0.669, -3.841, 0.730], [-3.269, -1.937, -0.036], [-3.352, -0.991, 0.203], [-4.154, -2.312, -0.247], [2.762, 0.246, 3.621], [2.569, 1.060, 3.128], [1.936, 0.281, 4.140], [-0.594, -0.110, 1.378], [-1.059, -0.747, 0.811], [-0.502, -0.559, 2.258], [4.763, 1.931, 3.992], [4.752, 1.689, 3.027], [4.080, 1.344, 4.296], [3.711, 3.560, -4.008], [3.307, 2.736, -3.770], [3.387, 4.205, -3.374], [-0.867, -2.433, -1.202], [-1.684, -2.243, -1.688], [-0.025, -2.204, -1.542]],
  "forces_ev_per_a": [[-0.64, -0.28, -0.16], [0.03, -0.14, 0.19], [0.15, 0.83, 0.05], [0.07, 0.27, -0.09], [-0.06, -0.14, -0.52], [0.02, -0.11, 0.38], [0.26, 0.88, -0.34], [0.23, 1.38, 1.41], [-0.34, -2.22, -0.83], [-0.16, 1.21, -2.58], [-1.13, 1.50, 0.74], [0.59, -3.27, 1.94], [-0.16, 0.67, -0.11], [-0.44, 0.42, 0.68], [0.92, -1.58, -0.35], [0.16, 1.16, -0.34], [-0.94, -1.81, 0.46], [0.54, -0.55, -0.46], [-0.29, 2.02, 0.36], [-0.51, 0.52, 0.48], [-0.91, 0.63, -1.26], [0.94, -1.16, 1.05], [-0.01, 0.02, 0.16], [-0.40, 0.26, 0.06], [0.70, -0.27, -0.41], [0.35, 0.80, -0.19], [-1.13, 0.69, 0.85], [0.43, -1.19, -2.21], [0.92, -0.22, -1.18], [-1.92, -0.68, -1.71], [0.82, 0.46, 3.97], [-0.16, -0.72, 0.32], [-0.42, -0.11, -0.79], [0.27, 0.70, 0.48], [-1.03, 0.10, 0.10], [0.82, -1.28, -0.76], [1.62, 0.20, 1.10], [-0.78, -0.28, 1.05], [-1.23, 0.79, -1.11], [0.45, 1.34, -1.26], [0.66, 1.01, 0.70], [-1.60, -1.29, -0.26], [0.92, -0.81, -0.91], [1.88, -0.70, 1.16], [-2.60, 1.48, 0.14], [1.46, 0.58, -0.56], [-0.51, -0.30, -0.50], [-0.80, -0.74, 0.61], [-1.34, -3.28, -1.12], [1.67, -1.16, 0.59], [-1.10, 4.36, -0.43], [-0.41, 0.24, -0.43], [3.01, -0.45, 1.32], [-0.70, 0.00, 1.58], [-1.34, -0.45, 0.01], [2.81, 0.48, -1.43], [0.47, 0.49, 0.05], [-2.01, 1.25, -0.68], [-0.06, -0.61, -0.49], [0.04, -1.93, 1.11], [2.30, 1.99, -0.75], [0.26, -0.37, 1.09], [-1.33, -0.26, 0.24], [1.44, 0.41, -1.21], [0.63, 0.19, 0.29], [0.36, -0.56, 0.40], [-0.98, 0.19, -0.44], [0.10, -1.08, -0.89], [0.81, 0.11, 0.94], [-1.41, 0.90, -0.20], [-2.65, -1.22, -0.64], [-0.83, 0.47, 1.10], [3.33, 0.80, 0.35], [-0.82, 1.01, -0.36], [0.12, 0.38, 0.27], [0.63, -1.40, 0.30], [0.30, 0.93, 0.64], [0.26, -0.60, -0.19], [-0.08, 0.26, -0.80], [0.69, 1.35, -0.63], [1.57, -0.59, -0.74], [-1.67, -1.11, 0.32], [-0.20, -0.83, -0.96], [-1.20, -0.56, 0.11], [0.30, 0.30, 1.30], [1.59, 0.41, -1.05], [0.86, 0.04, -0.17], [-2.56, -0.53, 0.95], [-1.22, -0.38, -1.10], [1.95, 1.01, 1.12], [0.07, -0.01, 0.20], [0.07, -0.27, 0.02], [-0.35, 0.15, -0.24], [-1.66, 1.10, 0.40], [0.56, 0.55, -0.23], [1.66, -1.83, 0.87], [-0.24, -1.44, 0.05], [0.94, 0.89, 0.57], [-0.73, -0.61, -0.26], [-0.58, 1.36, -1.37], [-0.03, -0.37, 1.34], [0.64, -1.17, -0.39], [-0.55, 0.22, 0.19], [-0.67, -0.80, -0.35], [0.67, 1.20, 0.23], [-0.03, 0.22, 0.26], [0.31, -0.40, -0.51], [0.20, -0.62, 0.72], [-1.18, -0.14, -0.66], [0.41, -0.02, -0.08], [-0.21, 0.21, -0.96], [0.82, 0.48, -1.95], [0.34, 0.53, 1.32], [-0.79, -0.53, 0.65], [0.84, 0.68, -0.45], [-0.53, -0.05, 0.14], [-0.14, -0.22, 0.05], [-1.70, 0.05, 2.71], [0.70, 0.50, 0.02], [0.54, 0.09, -1.23]],
  "e_lumo_ev": -0.920,
  "gap_ev": 9.9,
  "spin_multiplicity": 1,
  "total_charge": 0,
  "relative_energy_kcal_mol": 242.2
}

***

Record 5
{
  "formula": "C4H10",
  "method": "the ωB97M-V functional and the def2-TZVPD basis",
  "symbols": ["C", "C", "H", "H", "H", "H", "H", "H", "C", "C", "H", "H", "H", "H"],
  "xyz": [[0.532, 3.998, 3.302], [-0.471, 4.320, 2.204], [1.566, 4.509, 3.241], [0.966, 3.031, 3.158], [0.215, 4.207, 4.368], [-1.470, 4.903, 2.568], [-0.084, 5.041, 1.362], [-0.799, 3.573, 1.522], [0.161, -5.356, -4.142], [-0.319, -5.885, -3.010], [1.148, -5.529, -4.397], [-0.113, -4.645, -4.929], [0.169, -6.610, -2.461], [-1.501, -5.556, -2.787]],
  "forces_ev_per_a": [[1.99, 1.22, 0.72], [-1.58, 4.19, -1.10], [-1.82, 0.29, -0.26], [-0.56, -1.28, 0.43], [0.04, -0.64, -1.38], [2.42, -1.53, -0.59], [-0.19, -0.79, 1.89], [-0.30, -1.45, 0.28], [0.06, 0.25, 0.55], [-5.14, 3.36, -2.47], [2.27, -1.11, -0.17], [-1.49, -0.07, 0.95], [0.92, -1.14, 1.23], [3.39, -1.28, -0.09]],
  "e_lumo_ev": 1.321,
  "gap_ev": 11.5,
  "spin_multiplicity": 1,
  "smiles": "C=C.CC",
  "total_charge": 0,
  "relative_energy_kcal_mol": 67.8
}

***

Record 6
{
  "formula": "C5H13NS",
  "method": "the ωB97M-V functional and the def2-TZVPD basis",
  "symbols": ["C", "C", "S", "C", "N", "C", "C", "H", "H", "H", "H", "H", "H", "H", "H", "H", "H", "H", "H", "H"],
  "xyz": [[0.309, -0.494, -0.144], [0.055, -1.514, -1.223], [-1.202, -2.756, -0.641], [0.881, 0.938, -0.435], [0.546, 1.864, 0.626], [0.345, 3.208, 0.233], [0.314, 1.424, 1.979], [-0.711, -0.281, 0.224], [1.070, -0.811, 0.570], [0.959, -2.108, -1.424], [-0.293, -1.016, -2.135], [-0.720, -3.766, -1.412], [1.983, 0.853, -0.607], [0.579, 1.343, -1.414], [-0.571, 3.541, -0.280], [1.169, 3.609, -0.390], [0.453, 3.935, 1.056], [0.939, 0.593, 2.278], [-0.726, 1.208, 2.253], [0.600, 2.270, 2.593]],
  "forces_ev_per_a": [[-0.27, 1.66, 0.19], [0.71, -0.49, -0.50], [0.66, 0.10, -0.51], [0.49, -0.63, -1.13], [-0.10, -0.81, -0.70], [0.89, 2.18, 0.18], [-0.09, 1.01, 0.00], [0.63, -0.18, 0.81], [-0.96, -0.81, 0.50], [-0.28, 0.35, -0.24], [0.02, -0.30, 0.10], [-0.30, 0.34, 0.32], [-0.29, -0.04, 0.46], [-0.59, -0.07, 0.32], [-0.27, -0.74, 0.01], [-0.11, -0.62, -0.25], [-0.29, -0.63, 0.33], [0.13, -0.22, -0.12], [-0.08, -0.23, -0.24], [0.11, 0.11, 0.49]],
  "e_lumo_ev": 0.896,
  "gap_ev": 8.8,
  "spin_multiplicity": 1,
  "smiles": "CN(C)CCCS",
  "total_charge": 0,
  "relative_energy_kcal_mol": 36.5
}